No. 1
Formula: C46H45FN3O4RbS3
Source: OMol25
Level of theory: ωB97M-V/def2-TZVPD

Calculated values
- strongest force on any atom (eV Å⁻¹) = 4.21
- total charge = -2
- orbital gap (eV) = 3.98
- energy relative to the best compared isomer or geometry (same formula, charge and spin) (kcal per mole) = 84.2

Each line ends with the Löwdin charge.
Geometry (Å):
Rb -0.72 1.96 -0.52  0.914
C 0.46 0.38 -8.37  -0.221
C 1.64 0.43 -7.56  -0.236
C 1.98 1.78 -7.34  -0.247
C 0.97 2.57 -7.86  -0.249
C 0.06 1.73 -8.52  -0.250
H -0.06 -0.53 -8.74  0.051
H 2.10 -0.46 -7.23  0.024
H 2.84 2.22 -6.80  0.061
H 0.88 3.64 -7.81  0.046
H -0.89 1.98 -8.95  0.035
C 0.70 -6.27 -4.65  -0.080
C 0.29 -5.25 -3.59  -0.277
C 1.09 -4.05 -3.47  -0.028
C 0.84 -3.01 -2.52  -0.046
C -0.35 -3.14 -1.81  -0.331
C -1.11 -4.31 -1.85  -0.106
C -0.84 -5.30 -2.76  -0.070
S -0.96 -1.73 -0.82  0.987
O 0.28 -0.92 -0.75  -0.559
C -1.56 -2.55 0.70  -0.292
C -2.89 -2.76 0.83  -0.092
C -3.41 -3.36 1.94  -0.011
C -2.54 -3.73 2.99  -0.160
C -2.98 -4.41 4.15  -0.066
C -2.16 -5.06 5.00  -0.092
C -0.73 -4.87 4.87  -0.083
C -0.25 -4.13 3.83  -0.009
C -1.15 -3.57 2.78  -0.088
C -0.60 -2.94 1.65  -0.158
C 0.86 -2.81 1.52  -0.162
C 1.66 -3.96 1.20  -0.103
C 1.06 -5.19 0.79  0.005
C 1.91 -6.19 0.36  -0.090
C 3.29 -6.01 0.21  -0.101
C 3.91 -4.89 0.71  -0.037
C 3.06 -3.85 1.13  -0.167
C 3.61 -2.54 1.35  0.001
C 2.81 -1.56 1.92  -0.063
C 1.42 -1.65 1.93  -0.279
S 0.39 -0.31 2.62  1.057
O 0.44 -0.58 4.10  -0.492
C 1.29 1.20 2.33  -0.406
C 2.33 1.46 1.42  -0.108
C 3.03 2.62 1.59  -0.035
C 2.78 3.53 2.67  -0.240
C 3.72 4.65 3.05  -0.103
C 1.57 3.35 3.41  -0.013
C 0.83 2.16 3.22  -0.098
H 0.22 -7.30 -4.42  0.097
H 1.80 -6.29 -4.67  0.066
H 0.35 -5.86 -5.66  0.094
H 1.81 -3.91 -4.29  0.112
H 1.47 -2.12 -2.44  0.115
H -1.92 -4.54 -1.21  0.097
H -1.53 -6.08 -2.90  0.089
H -3.56 -2.30 0.03  0.145
H -4.46 -3.66 2.02  0.114
H -4.07 -4.40 4.33  0.116
H -2.54 -5.70 5.82  0.106
H -0.04 -5.24 5.68  0.112
H 0.86 -4.07 3.70  0.131
H -0.02 -5.32 0.81  0.122
H 1.50 -7.24 0.19  0.126
H 3.87 -6.74 -0.41  0.116
H 4.97 -4.68 0.71  0.106
H 4.67 -2.28 1.01  0.138
H 3.35 -0.72 2.39  0.119
H 2.49 0.81 0.59  0.109
H 3.88 2.94 0.95  0.129
H 4.82 4.42 2.88  0.085
H 3.67 4.71 4.21  0.094
H 3.44 5.65 2.55  -0.005
H 1.32 4.12 4.12  0.103
H -0.07 1.96 3.83  0.114
F -2.36 -0.04 -0.41  -0.770
O -1.27 -1.64 5.87  -0.112
H -1.30 -0.89 6.48  0.021
H -0.59 -1.35 5.20  -0.013
S 1.75 9.09 0.29  0.382
C 2.51 7.93 1.11  -1.038
N 2.92 7.12 1.87  -0.014
C -0.49 6.54 -1.15  -0.047
N -1.77 6.21 -0.56  -0.090
C -2.21 7.21 0.42  -0.163
C -3.25 6.59 1.32  -0.145
C -4.27 5.83 0.44  -0.186
N -3.70 4.77 -0.36  -0.114
C -4.36 3.51 -0.55  -0.046
C -2.41 5.00 -0.87  -0.456
O -1.83 4.15 -1.57  -0.141
H -0.50 7.60 -1.43  0.075
H -0.26 5.85 -1.98  0.102
H 0.26 6.55 -0.37  0.055
H -2.53 8.13 -0.07  0.129
H -1.31 7.40 0.97  0.108
H -3.67 7.36 1.94  0.102
H -2.86 5.75 1.95  0.135
H -4.99 6.51 -0.11  0.131
H -4.96 5.34 1.17  0.117
H -3.99 2.70 0.18  0.112
H -4.28 3.15 -1.59  0.102
H -5.44 3.69 -0.33  0.085

---

No. 2
Formula: C32H46BrN3P2Pd
Source: OMol25
Level of theory: ωB97M-V/def2-TZVPD

Calculated values
- strongest force on any atom (eV Å⁻¹) = 2.44
- orbital gap (alpha / beta) (eV) = 5.83 / 5.94
- energy relative to the best compared isomer or geometry (same formula, charge and spin) (kcal per mole) = 27.7

Each line ends with the Löwdin charge.
Geometry (Å):
N -5.70 4.02 -4.04  0.013
C -5.54 4.45 -2.78  -0.167
C -4.77 3.75 -1.85  -0.036
C -4.09 2.55 -2.22  -0.218
C -4.17 2.21 -3.61  -0.026
C -5.03 2.94 -4.45  -0.170
C -3.30 1.84 -1.25  -0.105
Pd -1.25 -0.07 0.06  0.626
P 4.43 -0.89 0.44  0.954
C -2.32 0.86 -1.57  -0.223
C -0.93 1.41 -1.37  -0.374
C 0.08 1.16 -2.36  -0.062
C 1.20 1.96 -2.32  -0.134
C 1.50 2.81 -1.23  -0.713
C 0.51 3.05 -0.26  -0.156
C -0.74 2.42 -0.33  -0.089
Br 3.19 3.56 -1.08  0.818
H -3.29 2.31 -0.27  0.083
H -2.50 0.15 -2.40  0.097
H -4.73 4.14 -0.84  0.098
H -3.64 1.37 -4.07  0.094
H -6.08 5.36 -2.52  0.100
H -5.19 2.62 -5.49  0.100
H -0.23 0.57 -3.22  0.100
H -1.59 2.86 0.21  0.104
H 1.89 1.90 -3.15  0.097
H 0.70 3.88 0.45  0.105
P -1.01 -2.19 -0.35  0.809
C 4.70 0.92 0.51  -0.485
C 6.05 1.25 -0.15  -0.180
H 4.63 1.31 1.54  0.085
H 3.87 1.34 -0.08  -0.020
H 6.20 2.33 -0.16  0.058
H 6.89 0.76 0.38  0.068
H 6.06 0.89 -1.19  0.056
C 4.01 -0.99 -1.37  -0.412
C 5.02 -1.88 -2.12  -0.181
H 4.04 0.04 -1.79  0.066
H 2.97 -1.37 -1.47  0.040
H 4.71 -2.00 -3.17  0.063
H 6.04 -1.45 -2.12  0.062
H 5.09 -2.88 -1.67  0.059
C 3.07 -1.07 1.67  -0.440
C 3.56 -1.75 2.96  -0.177
H 2.31 -1.67 1.16  0.046
H 2.67 -0.07 1.86  0.063
H 2.75 -2.32 3.41  0.057
H 4.42 -2.41 2.80  0.050
H 3.89 -1.01 3.69  0.064
C -0.62 -3.32 1.05  -0.383
C -1.59 -4.46 1.36  -0.143
H -0.49 -2.70 1.95  0.050
H 0.37 -3.72 0.80  0.072
H -2.49 -4.11 1.88  0.057
H -1.89 -5.01 0.46  0.065
H -1.09 -5.17 2.03  0.077
C 0.44 -2.19 -1.41  -0.421
C 0.20 -2.20 -2.92  -0.132
H 1.01 -3.08 -1.10  0.074
H 1.02 -1.29 -1.15  0.041
H -0.56 -2.92 -3.24  0.066
H -0.13 -1.22 -3.28  0.038
H 1.15 -2.43 -3.43  0.081
C -2.48 -2.75 -1.23  -0.401
C -3.75 -2.23 -0.56  -0.163
H -2.44 -3.85 -1.28  0.072
H -2.42 -2.39 -2.27  0.073
H -4.59 -2.31 -1.27  0.078
H -4.02 -2.79 0.36  0.059
H -3.64 -1.18 -0.23  0.035
N -2.04 -0.72 4.04  0.121
C -2.00 -1.03 2.74  -0.150
N -1.28 -0.09 2.12  -0.037
C -0.67 0.74 3.07  -0.200
C 0.17 1.87 3.02  0.002
C 0.40 2.56 4.24  -0.071
C -0.09 2.07 5.49  -0.075
C -0.91 0.92 5.50  -0.023
C -1.15 0.29 4.29  -0.221
H -2.60 -1.15 4.75  0.163
H -2.50 -1.90 2.29  0.115
H 0.55 2.17 2.04  0.081
H 0.94 3.52 4.22  0.105
H 0.17 2.57 6.46  0.115
H -1.35 0.53 6.41  0.108